[1]
Entry from OMol25: a cluster of 9 separate species, C35H89N6O11 in total at a distorted geometry (the ωB97M-V functional and the def2-TZVPD basis).

```
141
Properties=species:S:1:pos:R:3:forces:R:3
C 2.4095 -9.3985 -0.1337 0.3 0.1 -0.5
C 1.5147 -8.7123 0.9146 0.2 -2.0 -0.8
C 1.2812 -7.3345 0.4094 -1.4 0.7 1.2
N 0.1512 -6.6100 1.1660 -0.4 0.4 -1.0
C 0.2899 -5.1216 0.8609 -0.6 1.4 1.3
C 1.4547 -4.3801 1.5577 0.3 -1.3 0.0
C 1.7409 -4.8597 2.9875 -1.2 0.6 0.3
C 1.5583 -6.3263 3.2258 -1.0 -1.2 -0.1
C 0.2175 -6.8964 2.6779 2.5 2.3 -1.7
C -1.2392 -7.0781 0.6596 -0.2 1.1 -0.1
H 2.4622 -10.4785 0.0017 0.2 0.1 0.2
H 3.4035 -8.9558 -0.0659 0.2 -0.3 -0.1
H 2.0850 -9.2403 -1.1890 -0.1 0.0 0.8
H 1.9786 -8.7696 1.8981 0.3 0.3 -0.1
H 0.6369 -9.3736 1.0300 -0.2 0.8 -0.3
H 0.9746 -7.3059 -0.6125 -0.4 -0.2 -0.7
H 2.1639 -6.7117 0.4558 0.3 0.1 0.3
H 0.3779 -4.8226 -0.1792 -0.4 -1.1 -0.5
H -0.6575 -4.6290 1.1595 0.3 -0.6 0.0
H 2.3781 -4.4672 0.9330 -0.7 0.2 0.5
H 1.1254 -3.3485 1.5956 0.3 0.3 -0.2
H 2.7062 -4.5667 3.2988 1.4 0.2 0.1
H 1.1260 -4.3353 3.7173 -0.5 0.2 -0.2
H 2.3512 -6.8736 2.7102 0.2 -0.1 0.6
H 1.4922 -6.5640 4.3092 0.7 0.1 -0.6
H 0.2649 -7.9382 2.7316 -0.7 -1.5 0.5
H -0.5931 -6.3967 3.1404 -1.1 0.1 0.4
H -1.5595 -6.5133 -0.2782 0.9 -0.9 0.9
H -1.9554 -6.7083 1.4162 0.3 -0.4 -0.3
H -1.2747 -8.1832 0.6100 0.1 0.7 -0.1
C -1.7508 6.1915 3.1087 0.8 -1.3 -2.1
C -1.0314 4.8547 3.3969 0.6 0.7 0.0
C -0.7761 4.6422 4.8733 -1.7 -1.4 0.7
O -2.0918 4.2966 5.4087 0.9 0.2 0.4
C -2.0012 3.5120 6.6148 -1.2 0.4 0.7
N -1.8250 3.6538 3.0084 1.1 -0.4 -0.8
H -2.2676 3.8310 2.0949 0.0 -0.4 0.6
H -1.0596 2.8533 2.8946 -1.1 0.5 -0.1
H -2.4899 3.5371 3.8092 0.3 -0.2 -0.7
H -2.6826 6.1487 3.5978 -1.0 0.5 1.0
H -1.9965 6.3852 2.0181 0.6 -0.5 1.1
H -1.0730 6.9573 3.4270 -0.1 0.7 0.4
H -0.0478 4.7566 2.9328 -0.2 0.2 -0.4
H -0.2991 5.4707 5.3906 0.0 0.1 0.0
H -0.2807 3.6851 5.0513 1.1 0.4 -0.4
H -2.3562 4.1732 7.4144 0.4 -0.2 0.1
H -0.9990 3.1035 6.8724 -0.6 0.3 -0.5
H -2.7658 2.7134 6.5704 0.6 0.2 -0.2
C 2.7335 -1.8450 -5.7812 0.3 -0.5 0.0
C 3.4276 -0.8346 -6.6668 -0.4 1.0 0.7
C 2.3924 0.1118 -7.3943 2.6 0.1 2.1
O 3.1525 1.3232 -7.5834 -1.3 -0.4 -0.4
C 2.3165 2.4306 -7.9088 -0.4 0.5 -1.7
N 4.4086 0.0489 -5.8327 0.4 -1.4 0.7
H 5.1012 -0.5947 -5.3581 -0.8 0.9 -0.7
H 4.8803 0.6128 -6.5367 0.1 0.5 0.2
H 4.0210 0.6503 -5.1025 -0.3 0.0 -0.3
H 2.1014 -1.4033 -4.9946 0.3 0.0 -0.4
H 3.5001 -2.4749 -5.3330 -0.1 -0.1 0.3
H 2.1211 -2.5439 -6.3691 0.1 0.4 0.0
H 4.2237 -1.2656 -7.2718 -0.8 -0.4 -0.8
H 1.5397 0.2424 -6.6946 0.3 0.2 -0.6
H 2.1321 -0.4195 -8.2776 -0.6 0.1 -1.1
H 1.5598 2.6080 -7.1745 -0.2 0.2 1.0
H 1.7095 2.3041 -8.8313 0.6 -0.5 0.2
H 2.9059 3.3311 -8.1184 0.2 -0.4 0.5
C -6.0668 -3.6597 -4.1568 1.1 -0.8 1.7
C -6.3910 -3.7045 -2.6239 1.2 -0.9 -1.1
C -6.8596 -2.4302 -1.9437 -1.3 -2.4 1.5
O -7.3565 -2.8756 -0.6210 0.1 0.3 -1.1
C -6.6887 -2.1863 0.4728 0.1 -0.9 -0.9
N -7.4270 -4.7971 -2.3727 -0.1 0.2 1.4
H -8.3086 -4.6064 -2.8281 -0.4 0.2 -0.1
H -7.2069 -5.7717 -2.5467 0.7 0.0 -0.7
H -7.5652 -4.7878 -1.3466 -0.3 0.6 -0.2
H -5.3487 -4.4595 -4.5096 -0.8 0.9 0.7
H -5.6636 -2.6979 -4.3724 0.7 0.7 -0.2
H -6.9420 -3.7099 -4.7328 -1.4 -0.3 -0.8
H -5.5348 -3.9668 -2.0144 0.5 -0.5 -0.2
H -7.7091 -2.0990 -2.4997 -0.5 1.2 -0.2
H -6.0345 -1.7783 -1.7535 0.4 0.6 -0.6
H -7.3456 -2.3243 1.3583 0.7 0.0 -0.5
H -6.7559 -1.1151 0.1428 0.9 -0.7 0.9
H -5.6666 -2.7373 0.5449 -1.4 1.8 0.3
C 3.9754 1.4108 4.2526 -1.5 1.0 1.1
C 3.2688 2.6222 3.5610 0.7 -2.0 -0.8
C 3.8950 3.9414 3.8164 -0.2 1.2 1.8
O 3.2194 4.5284 4.9661 0.5 -1.1 -1.3
C 3.7610 5.7832 5.3415 -0.5 0.1 -1.1
N 3.4559 2.2768 2.0521 -0.6 -0.2 0.9
H 2.6002 2.4860 1.5214 0.3 0.6 -0.1
H 4.3202 2.7132 1.6856 -0.7 -0.5 0.0
H 3.3979 1.2310 2.0314 0.3 0.6 -0.3
H 3.9649 1.5609 5.3464 0.6 0.2 -0.5
H 4.9465 1.1331 3.8467 0.1 0.4 0.1
H 3.2905 0.5878 4.1558 -0.1 -0.6 -0.4
H 2.1980 2.6144 3.7858 0.3 0.1 -0.3
H 3.8620 4.6372 2.9810 -0.3 0.1 -0.3
H 4.9436 3.7420 4.0275 0.4 0.4 0.2
H 3.0421 6.1990 6.0395 0.3 0.2 0.2
H 3.8230 6.4301 4.4473 -0.1 0.0 0.3
H 4.7552 5.6791 5.7344 0.4 0.0 0.5
C 0.5394 6.3839 0.0923 1.9 -0.1 0.2
C 0.1455 6.2778 -1.3492 0.7 0.9 -1.3
C 0.4089 7.6264 -2.0228 -2.4 -0.6 1.0
O -0.2256 7.6026 -3.2657 1.1 0.4 -1.4
C 0.0815 8.7313 -4.0975 -0.8 0.4 0.1
N 0.7808 5.2652 -2.1764 1.6 -0.9 -1.7
H 1.7526 5.1259 -1.9590 0.6 -0.1 1.1
H 0.3461 3.9632 -1.6091 0.1 -0.6 0.4
H 0.9660 5.4866 -3.1937 -1.6 0.3 1.3
H 0.0929 5.6160 0.6999 -0.3 -0.1 0.3
H 0.2362 7.3836 0.3509 -0.5 0.2 0.8
H 1.6406 6.3799 0.3117 -0.7 -0.2 -0.5
H -0.8889 6.0180 -1.3358 -1.0 0.3 -0.3
H 1.4676 7.7742 -1.9534 0.9 0.5 -0.6
H -0.1511 8.3682 -1.4754 0.4 0.7 0.7
H 0.6167 8.5011 -4.9733 0.8 -1.2 -1.2
H 0.7101 9.5061 -3.6829 -0.1 0.2 1.0
H -0.8295 9.1798 -4.4856 -0.3 0.1 0.4
C -2.0986 -1.9024 -1.8746 -1.9 -0.2 0.2
C -2.6671 -3.2765 -1.2874 -0.6 0.9 0.6
O -3.9279 -3.2613 -1.1433 0.7 -0.2 -0.1
O -1.8958 -4.2380 -1.0483 0.0 0.8 -0.2
H -1.2835 -1.3827 -1.3995 0.5 -0.4 0.5
H -2.9252 -1.1361 -1.9949 0.8 -1.1 0.2
H -1.8189 -2.2127 -2.8546 0.6 0.1 -1.0
C 0.8401 0.8757 -0.5319 0.2 1.4 1.6
C 1.2292 2.2949 -0.8744 -3.0 2.0 -1.3
O 2.3173 2.7108 -1.2178 0.6 -0.6 0.6
O 0.1201 3.1155 -1.0028 1.3 -1.4 0.3
H 0.8465 0.3943 -1.4714 -0.4 -0.9 -1.0
H -0.1268 0.8431 0.0343 0.9 -0.1 -0.9
H 1.6387 0.4822 0.0804 0.0 -0.4 0.0
C -0.3628 -0.2190 3.2852 2.5 1.4 -1.5
C 0.6839 0.7883 2.5425 -2.5 -0.3 1.4
O 0.3490 2.0075 2.3766 -0.1 0.1 0.2
O 1.7707 0.3070 2.2383 0.9 -0.6 -0.1
H 0.3388 -0.7347 3.9242 -0.4 -0.2 0.8
H -0.6668 -0.9407 2.5536 -0.4 -0.3 -0.5
H -1.1969 0.2781 3.7382 -0.2 0.1 0.4
```
Forces are in eV/Å.

Gap between HOMO and LUMO: 7.319 eV
Net charge: +3
Maximum force: 3.8 eV Å⁻¹



[2]
Entry from OMol25: a cluster of 4 separate species, C35H91BN9O9P4Si in total at a distorted geometry (the ωB97M-V functional and the def2-TZVPD basis).

```
150
Properties=species:S:1:pos:R:3:forces:R:3
C 7.3508 -2.6387 4.8585 -0.8 0.6 0.3
O 7.0620 -2.3326 3.4204 1.6 -0.3 2.7
C 8.1485 -1.4735 2.9259 0.3 -0.2 1.0
B 7.9405 -0.9356 1.3698 1.7 0.6 -1.1
C 7.8363 -2.0424 0.1458 -0.1 -1.6 0.6
C 6.4720 -2.9422 0.1424 -0.1 -0.7 -1.0
C 5.1502 -2.2385 -0.5104 -0.9 -0.1 -0.3
C 5.4378 -1.0864 -1.6370 -1.4 -0.4 -0.4
C 4.0667 -1.6581 0.6212 -0.6 -0.6 -1.1
C 2.7094 -1.0297 -0.1259 -1.2 -0.5 0.0
C 1.5810 -0.7004 1.0187 -1.6 2.6 0.0
C 0.7379 0.5230 1.1106 1.4 -2.3 0.3
C -0.0696 1.2489 -0.1207 0.2 0.6 0.4
C 0.5827 1.1898 2.6359 -0.4 -1.2 -0.9
O 7.0951 0.2937 1.1611 0.4 1.9 -1.7
C 7.8518 1.3936 0.4756 -0.9 1.7 2.6
P 7.6160 1.6460 -1.4016 0.2 -2.5 -2.4
O 6.2310 2.6683 -1.7473 2.6 1.2 0.0
O 8.9678 2.4392 -2.1596 -2.1 2.1 1.8
C 9.3603 1.1152 1.0540 -0.1 -2.7 -0.5
O 10.5413 1.4032 0.2248 0.4 0.4 1.0
Si 9.5724 2.1292 2.6771 0.1 0.2 0.5
C 7.9135 2.3137 3.6483 -1.0 0.7 0.5
C 10.1726 3.9330 2.2081 0.1 0.6 0.3
C 10.9581 1.4204 3.8594 0.3 0.1 0.5
O 9.3038 -0.3548 1.1019 1.3 2.7 0.6
H 7.1513 -1.6566 5.4930 0.5 -1.8 -1.2
H 8.4642 -2.9487 5.0455 -2.0 0.4 -0.6
H 6.6148 -3.4603 5.2990 1.5 1.6 -1.3
H 8.2759 -0.5965 3.7126 -0.2 -1.4 -1.5
H 9.1808 -2.0711 2.9631 -2.0 1.0 -0.1
H 8.7368 -2.8049 0.3302 -1.8 1.5 -0.5
H 8.0870 -1.4955 -0.8571 -0.8 -1.1 1.7
H 6.7043 -3.9066 -0.5215 -0.6 1.9 1.3
H 6.1549 -3.3615 1.1996 0.9 1.0 -1.9
H 4.5504 -3.1058 -1.0697 1.2 1.8 1.2
H 4.5591 -1.1833 -2.4402 1.8 0.3 1.6
H 5.2877 -0.0410 -1.1317 0.8 -1.9 -1.1
H 6.4317 -1.2084 -2.2420 -1.8 0.4 1.5
H 3.6742 -2.6240 1.1868 0.9 2.2 -0.7
H 4.5291 -0.8486 1.3279 -0.7 -1.7 -1.3
H 2.9498 -0.0712 -0.7542 -0.5 -1.7 1.4
H 2.2278 -1.8077 -0.8860 1.3 1.4 1.5
H 1.4498 -1.4973 1.8910 1.0 2.2 -1.4
H -1.1922 1.4176 0.2489 2.4 -0.4 -0.6
H 0.3511 2.3332 -0.3824 -0.8 -2.3 0.5
H -0.1436 0.6079 -1.1012 0.5 1.1 2.0
H 1.6405 1.6396 2.9272 -2.4 -1.0 -0.5
H 0.2917 0.2846 3.3482 0.8 2.0 -1.2
H -0.2614 2.0032 2.6907 1.7 -1.6 -0.1
H 7.3131 2.3613 0.9178 1.4 -1.6 -0.5
H 6.5761 3.3781 -2.3780 -0.8 -1.3 1.2
H 8.9625 3.4336 -1.9631 0.4 -1.8 -0.2
H 11.3999 1.3320 0.7695 -2.4 -0.1 -0.9
H 8.1965 2.7140 4.7342 -0.9 -0.8 -2.2
H 7.2679 1.3389 3.6990 1.4 1.8 0.0
H 7.2406 3.1228 3.0882 1.4 -1.6 1.4
H 10.0874 4.5496 3.2175 0.3 -1.0 -2.1
H 11.3039 3.9332 1.8291 -2.6 0.2 0.7
H 9.4292 4.3944 1.4234 1.7 -0.7 1.4
H 11.6235 0.6047 3.3376 -1.3 1.5 1.2
H 10.3759 0.9848 4.7907 1.5 0.7 -1.8
H 11.6390 2.3371 4.1892 -1.3 -2.0 -0.5
O -0.2536 -2.6103 -2.4936 2.4 -0.9 -4.0
P -1.3189 -3.1691 -3.4684 -4.8 1.0 7.5
N -2.3241 -1.8153 -3.1719 -0.7 1.7 -0.5
C -3.7466 -1.7777 -2.8856 -0.3 -0.2 -0.1
C -1.8439 -0.5351 -3.6844 0.6 0.2 0.2
N -1.7651 -4.4372 -2.3894 0.2 -1.2 0.4
C -3.0789 -4.6294 -1.7990 -0.3 -0.5 -0.7
C -0.7535 -4.9144 -1.4409 0.4 0.2 -0.3
N -2.5436 -3.8114 -4.5891 2.9 -0.7 -2.2
C -2.1910 -5.1696 -5.0735 -0.1 -0.8 0.1
C -2.7118 -3.0128 -5.8212 -0.4 0.6 -0.2
H -4.3614 -2.1996 -3.6849 -0.2 -0.2 -0.1
H -4.1103 -0.7556 -2.7264 0.4 0.0 -0.2
H -3.9852 -2.2872 -1.9537 0.0 -0.2 -0.1
H -2.0287 -0.4346 -4.7581 -0.1 0.2 -0.2
H -0.7657 -0.4193 -3.5272 -0.1 -0.2 0.0
H -2.3127 0.3179 -3.1815 -0.1 -0.3 0.0
H -3.2285 -3.9837 -0.9285 0.0 0.1 0.1
H -3.2041 -5.6675 -1.4616 0.2 0.1 0.0
H -3.8904 -4.4727 -2.5145 0.2 0.2 0.1
H -0.6631 -4.2423 -0.5816 0.1 0.0 0.0
H 0.2251 -5.0019 -1.9250 -0.2 0.2 0.2
H -0.9936 -5.9160 -1.0644 -0.3 0.1 -0.2
H -1.2241 -5.1617 -5.5912 -0.2 -0.1 -0.2
H -2.9552 -5.5510 -5.7604 0.1 0.3 0.0
H -2.1325 -5.9052 -4.2678 0.1 0.4 0.1
H -1.7478 -2.8238 -6.3060 -0.2 0.0 -0.2
H -3.1959 -2.0544 -5.6299 0.2 0.0 0.3
H -3.3697 -3.5193 -6.5378 0.2 -0.2 0.2
O -4.9943 1.9573 -3.0573 -2.9 -2.8 2.6
P -6.3391 2.7236 -3.0965 5.3 5.8 -4.5
N -6.2918 2.7522 -4.8076 -0.5 -0.8 -1.9
C -6.5370 3.8618 -5.7108 -0.3 0.3 0.1
C -6.4647 1.4656 -5.4759 0.4 -0.4 0.3
N -5.6276 4.1753 -2.4982 0.2 0.5 1.0
C -5.5747 5.4480 -3.1975 -0.8 0.3 0.2
C -4.4306 4.0540 -1.6598 -0.1 -0.5 0.1
N -7.8852 3.6045 -3.1415 -1.1 -2.6 2.5
C -8.3431 3.9868 -1.7822 0.0 0.6 0.6
C -9.0079 2.8243 -3.7027 -0.3 -0.1 -0.7
H -7.5425 4.2809 -5.6204 -0.1 0.2 0.0
H -6.4183 3.5742 -6.7622 0.0 -0.4 0.3
H -5.8106 4.6612 -5.5758 -0.1 0.0 0.2
H -7.5167 1.1670 -5.5121 -0.2 -0.2 -0.2
H -5.9175 0.6689 -4.9596 -0.1 0.2 0.1
H -6.0824 1.4740 -6.5026 0.0 0.2 0.2
H -4.7571 5.4756 -3.9240 0.1 0.0 -0.1
H -5.4114 6.2725 -2.4899 0.1 -0.2 0.0
H -6.5156 5.6954 -3.6961 0.1 -0.3 -0.1
H -3.5339 3.8877 -2.2653 0.1 -0.1 0.1
H -4.5342 3.2275 -0.9486 0.1 0.1 -0.3
H -4.2689 4.9537 -1.0540 -0.3 0.1 -0.3
H -8.4726 3.1005 -1.1491 -0.2 0.2 0.0
H -9.2944 4.5292 -1.8275 0.0 -0.3 -0.2
H -7.6490 4.6610 -1.2749 0.1 -0.3 -0.3
H -9.0898 1.8441 -3.2207 -0.2 0.1 -0.1
H -8.9094 2.6731 -4.7784 0.3 0.0 0.1
H -9.9609 3.3536 -3.5818 0.3 0.0 0.2
O -3.4685 1.3091 4.0991 4.0 -2.4 -0.4
P -3.8962 -0.1781 4.1497 -7.7 4.0 1.3
N -5.0325 0.0890 2.8973 -0.7 0.0 -1.9
C -6.4192 -0.3322 2.8155 -0.1 -0.4 0.2
C -4.4773 0.3733 1.5772 0.5 0.4 0.0
N -4.6900 0.0131 5.6680 0.1 0.0 1.3
C -6.1054 -0.1976 5.9207 0.1 -0.9 0.1
C -4.2097 1.0723 6.5611 0.4 0.0 -0.3
N -4.3879 -1.8879 4.2080 3.7 -0.6 0.1
C -3.7354 -2.6127 5.3270 -0.1 -0.3 0.8
C -4.0214 -2.6624 3.0038 -0.3 -0.1 -0.7
H -6.5460 -1.4173 2.8510 -0.2 -0.2 0.1
H -6.8998 0.0022 1.8884 0.5 0.0 0.0
H -7.0254 0.1174 3.6000 0.1 -0.1 0.1
H -4.1413 -0.5388 1.0749 0.0 0.0 -0.3
H -3.6150 1.0464 1.6414 -0.1 -0.2 0.2
H -5.1980 0.8725 0.9201 -0.1 -0.1 0.2
H -6.7021 0.6698 5.6228 -0.1 0.1 0.0
H -6.2870 -0.3674 6.9909 0.2 0.2 0.0
H -6.4932 -1.0942 5.4300 0.1 0.2 -0.2
H -4.5925 2.0527 6.2602 0.1 0.1 0.0
H -3.1150 1.1087 6.5703 -0.3 0.1 -0.2
H -4.5135 0.8937 7.5996 -0.2 -0.2 -0.2
H -2.6432 -2.5737 5.2345 -0.1 -0.3 0.0
H -4.0496 -3.6624 5.3499 0.0 0.1 -0.3
H -4.0021 -2.2090 6.3066 0.0 0.2 -0.4
H -2.9626 -2.5316 2.7552 -0.1 -0.2 -0.1
H -4.6175 -2.3819 2.1346 0.0 0.3 0.1
H -4.2180 -3.7323 3.1430 0.1 0.3 0.3
```
Forces are in eV/Å.

Gap between HOMO and LUMO: 4.352 eV
Net charge: -1
Maximum force: 9.0 eV Å⁻¹